Entry 1:
Computed, not measured: a structure of composition C34H25N6O3PbS3 at a distorted geometry, with ωB97M-V/def2-TZVPD.

Geometry as XYZ:
```
72
Properties=species:S:1:pos:R:3:forces:R:3
Pb 0.060 -0.163 0.026 0.1 -0.1 0.3
C -3.894 -0.286 -1.824 0.3 0.3 -0.5
O -4.459 -1.173 -0.888 -0.2 -0.2 0.2
C -4.077 -1.252 0.392 0.0 -0.5 0.2
C -4.846 -2.110 1.165 0.2 0.5 -0.5
C -4.569 -2.301 2.504 0.5 0.3 0.4
C -3.483 -1.665 3.087 -0.3 -0.4 0.2
C -2.624 -0.851 2.350 0.0 0.3 -0.3
C -1.492 -0.289 3.030 -0.4 -0.4 0.7
N -0.490 0.309 2.479 0.4 0.4 -2.1
N 0.515 0.794 3.153 -0.2 0.0 1.8
C 1.661 1.103 2.575 -0.4 -0.4 -0.1
O 1.976 0.708 1.423 -0.3 0.0 -0.7
C 2.638 1.890 3.361 0.2 0.0 0.0
C 3.322 2.913 2.709 -0.1 -0.1 -0.1
C 4.282 3.653 3.373 0.0 0.1 0.0
C 4.587 3.354 4.692 0.0 -0.1 0.0
C 3.923 2.324 5.340 0.0 0.1 0.1
C 2.936 1.603 4.688 -0.1 -0.1 -0.1
C -2.930 -0.571 0.962 -0.7 -0.7 0.2
O -2.274 0.272 0.272 1.1 0.6 -0.2
H -4.425 -0.496 -2.753 0.1 0.1 0.1
H -2.823 -0.458 -1.951 -0.1 0.0 -0.1
H -4.050 0.754 -1.530 0.0 0.0 0.0
H -5.668 -2.611 0.676 -0.1 0.0 0.0
H -5.204 -2.947 3.091 0.0 0.0 0.1
H -3.282 -1.833 4.135 0.1 0.0 0.1
H -1.508 -0.377 4.116 0.1 0.1 0.0
H 3.072 3.128 1.678 0.0 0.0 -0.1
H 4.793 4.462 2.867 0.0 0.0 0.0
H 5.344 3.918 5.216 0.1 0.0 0.0
H 4.180 2.081 6.360 0.0 0.0 0.1
H 2.412 0.804 5.192 0.0 0.0 0.0
S 0.024 -2.799 -0.844 0.0 -0.1 0.9
C -0.094 -1.974 -2.321 -0.1 0.0 -0.5
N -0.253 -0.676 -2.379 -0.1 -0.3 0.6
C -0.216 -0.204 -3.658 0.1 0.0 -1.2
C -0.289 1.128 -4.055 0.0 -0.1 0.1
C -0.201 1.426 -5.399 0.0 0.0 0.0
C -0.054 0.421 -6.356 0.0 0.0 0.0
C 0.016 -0.906 -5.983 0.0 0.0 0.0
C -0.058 -1.210 -4.635 0.0 0.2 0.3
S 0.056 -2.773 -3.871 0.0 0.4 0.4
H -0.409 1.897 -3.307 0.0 0.1 0.0
H -0.244 2.455 -5.722 0.0 0.1 0.0
H 0.005 0.687 -7.400 0.0 0.0 -0.1
H 0.135 -1.693 -6.710 0.0 0.0 -0.2
N 3.906 1.913 -0.891 -0.4 0.6 -0.3
C 4.932 1.002 -0.606 0.7 -0.6 0.2
C 6.151 1.484 -0.154 -0.3 -0.1 0.0
C 7.164 0.602 0.181 0.0 -0.1 0.0
C 6.955 -0.763 0.090 0.1 0.0 0.0
C 5.737 -1.253 -0.360 -0.2 0.2 0.0
C 4.738 -0.372 -0.735 -0.3 0.4 0.0
S 3.194 -0.963 -1.395 0.9 -0.8 -0.2
N 2.204 0.346 -1.220 -0.8 1.1 0.5
C 2.601 1.551 -0.993 0.5 -0.9 -0.2
C 1.571 2.598 -0.874 -0.1 0.8 0.0
C 1.867 3.956 -0.974 -0.1 -0.4 0.1
C 0.845 4.881 -0.834 -0.2 -0.1 0.0
C -0.450 4.430 -0.636 0.2 0.0 0.0
C -0.666 3.061 -0.569 -0.3 0.4 0.0
N 0.316 2.183 -0.677 0.3 -0.4 0.1
H 4.124 2.866 -0.642 -0.2 -0.2 0.0
H 6.302 2.550 -0.063 0.0 0.1 0.0
H 8.110 0.986 0.530 0.1 0.0 0.0
H 7.744 -1.441 0.372 0.0 -0.1 0.0
H 5.553 -2.312 -0.432 0.0 -0.2 0.0
H 2.870 4.301 -1.167 0.1 0.0 0.0
H 1.063 5.938 -0.884 0.0 0.1 0.0
H -1.266 5.125 -0.524 -0.1 0.0 0.0
H -1.649 2.638 -0.416 -0.1 0.0 0.1
```
Positions in Å, forces in eV/Å.

The molar mass is 869.01 g mol⁻¹. The lowest unoccupied orbital energy (spin up / spin down) comes out at -0.2088 / -0.2089 Ha. The calculation puts the max |F| at 0.0421 hartree/bohr. Its total charge is +1. As for the gap between HOMO and LUMO (spin up / spin down): 4.331 / 4.314 eV. The energy above the lowest of the compared OMol25 structures with the same formula, charge and spin comes out at 1.666 eV. The electronic energy comes out at -88493.2199 eV.

In the Mulliken picture, each atom carries the following charge in e:
1 Pb 1.260
2 C -0.346
3 O -0.453
4 C 0.366
5 C -0.742
6 C -0.613
7 C -1.078
8 C 0.826
9 C -0.522
10 N 0.568
11 N -1.020
12 C 0.272
13 O -0.451
14 C 0.201
15 C 0.275
16 C -0.766
17 C -0.449
18 C -0.638
19 C -0.507
20 C 0.772
21 O -0.435
22 H 0.312
23 H -0.056
24 H 0.253
25 H 0.473
26 H 0.416
27 H 0.403
28 H 0.384
29 H 0.443
30 H 0.426
31 H 0.406
32 H 0.398
33 H 0.467
34 S -0.253
35 C 0.201
36 N 0.343
37 C -0.718
38 C -0.106
39 C -0.811
40 C -0.554
41 C -0.581
42 C 0.903
43 S -0.226
44 H 0.385
45 H 0.433
46 H 0.402
47 H 0.432
48 N -0.053
49 C 0.120
50 C -0.612
51 C -0.692
52 C -0.643
53 C -0.706
54 C 0.724
55 S -0.202
56 N -0.200
57 C -0.084
58 C 0.723
59 C -0.479
60 C -0.814
61 C -0.847
62 C -0.774
63 N 0.818
64 H 0.132
65 H 0.420
66 H 0.408
67 H 0.400
68 H 0.440
69 H 0.726
70 H 0.475
71 H 0.504
72 H 0.520


Entry 2:
Computed, not measured: a structure of composition C49H44Br9F7O3 at a distorted geometry, with ωB97M-V/def2-TZVPD.

Geometry as XYZ:
```
112
Properties=species:S:1:pos:R:3:forces:R:3
C -4.006 -24.699 21.336 0.2 -0.4 -0.7
C -2.501 -24.585 21.194 0.6 0.8 1.1
C -1.755 -23.829 22.306 -0.6 -0.4 0.7
O -0.832 -24.764 22.844 0.6 -0.1 0.3
C -1.012 -25.979 22.297 -0.5 0.5 -0.6
O -0.462 -26.984 22.599 0.3 -0.1 0.3
O -1.933 -25.887 21.319 -0.2 -0.7 -0.6
H -4.279 -25.305 20.468 -0.5 0.1 0.1
H -4.546 -23.752 21.319 0.3 0.0 -0.1
H -4.317 -25.244 22.227 0.3 0.0 0.1
H -2.173 -24.132 20.259 -0.4 -0.4 -0.3
H -2.461 -23.557 23.095 0.2 -0.1 0.1
H -1.270 -22.911 21.987 0.5 -1.2 0.1
F -0.770 -22.547 19.325 0.8 -0.7 0.1
C 0.274 -21.882 18.780 0.8 0.2 0.2
C 0.153 -20.549 18.396 -0.6 -0.8 0.0
C 1.230 -19.980 17.760 1.2 0.6 -0.3
C 2.482 -20.615 17.653 -1.3 -0.1 -0.2
C 2.580 -21.915 18.106 0.3 0.4 0.7
C 1.483 -22.542 18.704 0.5 -0.2 -0.5
H -0.780 -20.031 18.578 0.2 0.1 -0.4
H 1.158 -18.994 17.317 -0.2 0.1 0.3
H 3.298 -20.097 17.173 0.1 -0.1 0.0
H 3.558 -22.379 18.132 -0.1 -0.3 -0.2
H 1.635 -23.541 19.091 -0.4 -0.1 0.0
F -8.845 -20.473 19.445 -0.1 -0.1 -0.4
C -8.285 -19.330 19.003 0.4 0.6 0.4
C -7.403 -18.677 19.856 0.4 -0.5 -0.2
C -6.817 -17.500 19.445 0.3 0.1 -0.1
C -7.099 -16.947 18.198 -0.9 0.5 0.9
C -8.073 -17.551 17.423 -0.3 -0.2 -0.2
C -8.625 -18.777 17.780 -0.4 -0.1 0.4
H -7.024 -19.102 20.778 -0.5 -0.2 0.1
H -6.123 -17.057 20.151 0.1 0.3 -0.2
H -6.765 -15.945 17.961 0.2 -0.1 -0.2
H -8.504 -17.054 16.563 0.4 0.0 -0.2
H -9.401 -19.232 17.181 0.1 -0.1 0.0
F -8.809 -17.232 23.339 0.1 -0.1 -0.3
C -7.505 -16.889 23.276 0.0 0.5 0.2
C -6.554 -17.847 23.596 -0.5 -0.2 -0.2
C -5.217 -17.465 23.647 -0.4 0.1 -0.7
C -4.889 -16.149 23.361 0.6 0.0 1.1
C -5.861 -15.187 23.164 0.4 -0.3 -0.8
C -7.187 -15.566 23.006 0.3 0.4 0.7
H -6.966 -18.841 23.774 0.6 0.1 0.1
H -4.404 -18.142 23.846 -0.1 -0.4 0.1
H -3.852 -15.864 23.491 0.0 0.1 -0.2
H -5.519 -14.165 23.065 -0.4 0.1 -0.1
H -7.910 -14.782 22.828 -0.4 -0.4 0.0
F 4.334 -20.549 20.925 0.1 -0.1 0.1
C 3.364 -19.819 21.499 -0.2 1.1 0.1
C 3.675 -18.607 22.102 0.4 -0.3 -0.2
C 2.659 -17.841 22.652 -0.5 -0.6 0.5
C 1.340 -18.316 22.649 0.2 -0.1 -0.1
C 1.038 -19.502 21.988 0.5 0.1 0.2
C 2.058 -20.229 21.396 0.1 -0.8 -0.4
H 4.709 -18.294 22.154 0.0 0.1 0.0
H 2.917 -16.943 23.196 -0.1 0.1 -0.1
H 0.547 -17.791 23.164 0.1 0.2 -0.1
H 0.025 -19.876 21.925 0.2 0.1 0.3
H 1.899 -21.136 20.827 -0.3 0.0 0.1
F 0.150 -14.596 19.323 0.2 0.0 -0.2
C -0.709 -15.597 19.561 -1.0 -0.5 0.2
C -0.292 -16.762 20.172 -0.2 0.4 -0.4
C -1.242 -17.756 20.467 1.5 0.0 -0.3
C -2.576 -17.599 20.178 0.0 0.6 -0.1
C -2.950 -16.411 19.545 -0.8 -0.5 0.2
C -2.049 -15.436 19.206 0.8 0.6 0.0
H 0.770 -16.864 20.356 -0.1 -0.3 0.2
H -0.771 -18.660 20.839 -0.8 0.1 0.1
H -3.318 -18.350 20.412 0.0 -0.1 0.0
H -4.002 -16.263 19.321 0.0 0.1 -0.1
H -2.318 -14.538 18.664 -0.2 0.0 0.1
F -1.704 -21.333 26.541 0.1 0.3 0.1
C -2.281 -22.528 26.397 0.5 -2.0 -0.6
C -3.580 -22.743 26.756 -0.9 0.9 0.1
C -4.222 -23.942 26.437 0.5 -0.5 -0.1
C -3.488 -24.989 25.912 1.2 -0.2 -0.4
C -2.105 -24.831 25.628 -1.7 0.3 0.6
C -1.548 -23.590 25.837 0.7 0.7 -0.4
H -4.102 -21.903 27.202 -0.2 -0.1 0.0
H -5.284 -24.090 26.554 0.0 0.2 0.4
H -3.924 -25.947 25.662 -0.3 0.1 0.1
H -1.535 -25.654 25.223 0.1 0.1 -0.1
H -0.556 -23.424 25.430 0.1 0.2 0.4
F -2.415 -21.096 19.342 -1.3 0.3 0.1
C -2.991 -21.258 20.548 -0.1 0.5 1.0
C -4.369 -21.285 20.664 0.3 -0.3 -0.7
C -4.934 -21.237 21.923 -0.5 0.4 0.2
C -4.151 -21.149 23.061 1.1 -0.5 0.0
C -2.765 -21.253 22.940 -0.1 0.9 -0.4
C -2.181 -21.281 21.675 -0.5 1.2 -1.0
H -4.928 -21.414 19.747 -0.4 0.2 0.2
H -6.009 -21.209 22.039 0.0 -0.1 -0.2
H -4.579 -21.135 24.049 -0.1 0.2 0.0
H -2.111 -21.232 23.800 -0.1 -0.1 0.2
H -1.118 -21.264 21.460 -0.1 0.1 0.4
C -2.907 -23.781 17.243 0.0 -0.1 -0.9
Br -2.503 -25.577 17.909 -0.2 0.7 -0.6
Br -4.612 -23.629 16.289 0.3 -0.3 0.6
Br -1.565 -23.109 15.975 -0.2 -0.3 0.8
H -2.947 -23.128 18.105 0.1 0.1 -0.1
C -4.561 -17.971 16.741 0.9 -0.3 -0.5
Br -2.636 -17.730 16.369 -0.7 0.0 -0.1
Br -4.781 -19.668 17.641 -0.2 0.4 -0.4
Br -5.617 -17.803 15.105 0.5 -0.1 0.6
H -4.833 -17.175 17.419 -0.1 -0.1 -0.1
C -8.460 -22.054 24.283 0.8 0.5 -0.8
Br -8.606 -21.856 22.320 -0.5 0.0 0.9
Br -8.842 -20.356 25.179 0.1 -0.9 -0.3
Br -6.630 -22.697 24.603 -1.0 0.1 0.4
H -9.136 -22.819 24.637 -0.1 0.1 -0.1
```
Positions in Å, forces in eV/Å.

The molar mass is 1533.01 g mol⁻¹. The lowest unoccupied orbital energy comes out at -0.0187 Ha. The calculation puts the max |F| at 0.0425 hartree/bohr. Its total charge is 0. As for the gap between HOMO and LUMO: 8.873 eV. The energy above the lowest of the compared OMol25 structures with the same formula, charge and spin comes out at 0.000 eV. The electronic energy comes out at -707071.6779 eV.

Results of the Mulliken charge analysis, in e, for atoms 1 through 99:
1 C -1.270
2 C 2.113
3 C 1.666
4 O -0.567
5 C 0.506
6 O -0.586
7 O -0.439
8 H 0.354
9 H 0.157
10 H 0.340
11 H -0.872
12 H -0.662
13 H -0.719
14 F 0.051
15 C 0.053
16 C 0.285
17 C -0.781
18 C -0.777
19 C -0.671
20 C -0.746
21 H 0.674
22 H 0.398
23 H 0.461
24 H 0.416
25 H 0.460
26 F -0.323
27 C 0.287
28 C 0.105
29 C -0.130
30 C -1.049
31 C -0.383
32 C -0.552
33 H 0.306
34 H 0.384
35 H 0.432
36 H 0.499
37 H 0.485
38 F -0.366
39 C 0.607
40 C 0.229
41 C -0.439
42 C -0.511
43 C -0.605
44 C -0.545
45 H -0.086
46 H 0.466
47 H 0.416
48 H 0.381
49 H 0.484
50 F -0.334
51 C 0.050
52 C -0.515
53 C -0.441
54 C -1.058
55 C -0.108
56 C -0.263
57 H 0.450
58 H 0.411
59 H 0.396
60 H 0.771
61 H 0.593
62 F -0.365
63 C 0.407
64 C -0.862
65 C 0.588
66 C 0.099
67 C -0.505
68 C -0.750
69 H 0.442
70 H -0.460
71 H 0.727
72 H 0.160
73 H 0.444
74 F -0.380
75 C 0.217
76 C -0.499
77 C -0.915
78 C -0.480
79 C -0.559
80 C -0.156
81 H 0.404
82 H 0.980
83 H 0.438
84 H 0.520
85 H 0.411
86 F -0.210
87 C 1.860
88 C -1.572
89 C 0.115
90 C -0.430
91 C -0.420
92 C -0.474
93 H 0.628
94 H -0.862
95 H 1.164
96 H 0.382
97 H -0.111
98 C 1.440
99 Br -0.048


Among the records above, which one has the highest max |F|?
C49H44Br9F7O3